(1)
44
Properties=species:S:1:pos:R:3:forces:R:3:mulliken_charge:R:1 method="wB97M-V/def2-TZVPD" multiplicity=3 total_energy_ev=-39658.269 homo_lumo_gap_ha="0.246 / 0.211" total_charge=0
C -3.025926 1.087999 -3.412941 -0.1 -0.2 0.1 -0.656
C -1.718243 1.549779 -3.327128 -0.1 0.0 0.6 -0.820
C -0.827703 1.073263 -2.331141 -0.2 -0.3 -0.8 0.619
C -1.249584 -0.055946 -1.577607 -0.2 0.9 -0.4 -0.289
C -2.601838 -0.418143 -1.572750 -0.7 0.5 -0.8 1.528
C -3.490010 0.144791 -2.492281 -0.1 0.2 -0.1 -0.983
C 0.564115 1.682670 -2.386415 0.8 -0.1 -0.5 -0.480
C 1.181646 2.799123 -1.449898 0.3 0.6 0.3 -0.899
N 0.610157 3.252492 -0.209600 -0.5 -1.2 0.4 0.157
Pd -0.202119 -1.595365 -0.763532 0.8 0.9 -0.4 -0.550
C -3.118424 -1.386370 -0.532453 -0.1 -0.4 0.0 -1.275
P -2.339863 -0.902268 1.004986 -1.0 0.8 -0.4 1.193
H -1.378996 2.318293 -4.032167 -0.1 -0.3 0.4 0.320
H -4.543992 -0.144386 -2.487485 0.3 0.0 -0.1 0.348
H -3.682928 1.468324 -4.198453 0.1 -0.1 0.3 0.387
H -2.815910 -2.434770 -0.711683 -0.3 0.3 0.0 0.357
H -4.198068 -1.344626 -0.377108 -0.1 -0.1 -0.4 0.526
H 1.305227 0.865002 -2.401101 -0.4 0.2 0.1 0.406
H 0.644997 2.172608 -3.379516 -0.1 -0.5 0.4 0.391
H 2.187629 2.442218 -1.167166 -0.4 0.2 -0.4 0.376
C -2.671049 -2.128432 2.239503 0.1 -0.2 0.7 -1.246
C -2.906386 0.700408 1.526664 -1.1 0.7 0.7 -1.290
H 1.330257 3.714833 -2.057661 0.0 -0.5 -0.3 0.386
C -0.785969 3.548980 -0.069920 0.0 0.2 -0.2 -0.568
C 1.373421 3.062956 0.998801 0.2 -0.2 -0.1 -0.784
H -0.536921 -1.543484 0.854700 1.4 0.0 0.6 0.229
H -0.963711 4.637326 -0.042861 -0.2 -0.1 0.0 0.290
H -1.353183 3.126296 -0.907600 0.0 0.1 0.1 0.216
H -1.180874 3.117735 0.868995 0.1 0.2 -0.3 0.026
H 1.957870 3.957473 1.239076 0.0 0.0 0.3 0.270
H 0.719310 2.825042 1.848203 0.1 0.1 -0.1 0.263
H 2.071077 2.220984 0.885880 -0.2 0.2 0.1 0.195
H -3.939571 0.588359 1.892967 0.1 0.3 0.0 0.426
H -2.307480 1.075838 2.368799 0.0 -0.2 -0.3 0.381
H -2.896323 1.447965 0.721922 0.1 -0.4 0.1 0.286
H -3.743509 -2.255236 2.355668 -0.2 -0.2 0.1 0.422
H -2.204063 -3.080704 1.958079 -0.1 0.2 0.1 0.354
H -2.252082 -1.774017 3.189072 0.0 -0.2 -0.1 0.419
H -0.424651 -0.584156 0.490549 1.0 -1.1 0.0 -0.074
F 2.266934 -0.061444 -0.332820 -0.1 -0.7 0.6 -0.183
B 2.367967 -1.120638 0.609594 0.3 -0.3 -0.1 0.494
F 1.649721 -0.813338 1.790354 0.2 -0.3 -0.9 -0.387
F 1.753913 -2.352956 -0.076669 0.6 0.7 0.6 -0.484
F 3.665466 -1.468575 0.890296 -0.2 0.2 -0.1 -0.302


(2)
46
Properties=species:S:1:pos:R:3:forces:R:3:mulliken_charge:R:1 method="wB97M-V/def2-TZVPD" multiplicity=6 total_energy_ev=-36181.236 homo_lumo_gap_ha="0.322 / 0.156" total_charge=+4 e_above_lowest_ev=1.041
C 2.706635 -0.814210 -0.036410 0.1 1.4 -1.6 -0.128
N 1.422066 -0.873912 -0.540452 1.1 1.1 -0.3 -0.040
N 1.376265 -0.181781 -1.727825 1.2 -0.6 -0.7 0.311
C 2.662156 0.007690 -2.094629 -0.9 0.6 0.3 -0.083
C 3.509034 -0.267137 -1.037844 -0.1 -0.6 0.3 -0.956
B 0.219600 0.118912 -2.710573 1.1 1.3 -1.7 0.149
N -0.639222 -1.174060 -2.574013 -1.3 -1.3 -1.7 0.110
N -0.829763 -1.952063 -1.428021 -3.6 -3.0 -0.7 -0.190
C -1.659711 -3.007896 -1.729375 1.8 2.4 1.1 0.200
C -1.901263 -2.934623 -3.116091 -0.8 -1.4 0.0 -0.956
C -1.188148 -1.839994 -3.600202 1.4 3.2 1.1 0.121
Ir -0.145426 -1.544009 0.335140 9.0 6.6 -2.5 0.917
N -0.465878 1.830719 -2.779314 -0.1 1.2 -0.7 0.222
N -0.883803 2.295320 -1.562510 -0.5 0.0 1.6 -0.440
C -1.265713 3.571989 -1.574240 0.5 -0.5 -1.5 -0.046
C -1.085539 4.057228 -2.924099 -0.8 -0.5 3.5 -0.348
C -0.585174 2.946564 -3.650465 0.9 -2.9 0.4 -0.238
H -1.645615 4.064154 -0.659854 0.3 -0.3 -0.9 0.439
H -0.341184 3.019302 -4.703375 0.2 -0.6 0.0 0.489
H -1.338874 5.054602 -3.190303 0.1 0.6 -0.9 0.471
H 0.652133 0.082998 -3.853742 -0.3 0.0 0.8 -0.019
H -1.100658 -1.374555 -4.563158 -0.2 -0.3 -0.6 0.533
H 2.816656 0.323542 -3.100023 0.6 0.5 -0.4 0.485
H -2.575727 -3.531131 -3.688063 -0.4 -0.5 -0.3 0.495
H 4.567281 -0.088673 -1.063573 0.2 -0.2 0.2 0.486
H -2.076267 -3.641917 -0.939926 0.3 -0.1 -0.6 0.525
H 2.971018 -0.935931 1.006160 -0.2 -0.8 -0.3 0.521
H -1.738375 -0.680905 0.667597 -0.7 1.0 -0.1 0.098
C -1.864788 -1.639847 1.229885 -4.3 -0.5 1.2 -0.508
H -2.746167 -2.073311 0.718485 0.1 0.2 0.9 0.435
H -1.012979 -2.469816 1.086638 -3.0 -3.8 3.1 0.148
H -1.944814 -1.402767 2.283579 -0.4 -0.4 0.1 0.198
C -1.003631 1.379915 3.700230 0.2 1.3 0.1 -0.925
Si 0.429103 0.245890 3.193141 -2.4 -1.4 1.0 -0.075
C 1.931047 1.260792 3.691111 2.7 2.1 1.0 -0.691
C 0.316159 -1.462533 3.982637 1.1 -0.2 0.1 -0.888
O 0.676885 -0.196689 1.655785 -1.6 -1.7 -1.0 -0.292
H -0.913232 1.525267 4.786743 0.2 -0.2 -0.1 0.414
H -2.007897 0.978948 3.523135 0.2 -0.5 -0.3 0.397
H -0.955139 2.383044 3.251365 0.0 -0.3 0.1 0.370
H 1.955777 1.363388 4.782169 -0.5 -0.3 0.0 0.385
H 2.850455 0.760208 3.366599 -0.4 -0.6 -0.2 0.347
H 1.916790 2.267322 3.248653 -0.6 -0.3 -0.1 0.353
H -0.677764 -1.904668 3.849698 -0.1 0.4 0.1 0.391
H 1.039199 -2.092903 3.444561 -0.1 0.0 0.4 0.341
H 0.574487 -1.452472 5.044776 -0.1 0.0 0.0 0.470


(3)
47
Properties=species:S:1:pos:R:3:forces:R:3:mulliken_charge:R:1 method="wB97M-V/def2-TZVPD" multiplicity=2 total_energy_ev=-64518.514 homo_lumo_gap_ha="0.299 / 0.301" total_charge=+2 e_above_lowest_ev=0.321
Ce 1.047833 1.347424 0.641510 1.7 -1.2 1.2 1.101
P 1.473702 -2.587872 1.184148 0.7 -0.8 0.4 0.944
C -0.062680 -2.465713 0.150178 -0.2 0.3 0.4 -1.126
C -1.087017 -1.385796 -0.272132 0.1 0.9 -0.1 0.672
N -0.883524 -0.030412 -0.254820 -0.5 -0.8 0.0 0.068
C -1.889049 0.775684 -0.701387 -0.1 -0.2 -0.1 0.682
C -3.094933 0.268942 -1.175626 0.0 -0.1 -0.2 -0.783
C -3.290241 -1.106424 -1.249255 0.3 0.4 0.2 -0.700
C -2.255703 -1.919660 -0.807246 0.1 -0.5 0.3 -0.685
C -1.743807 2.290919 -0.665274 0.0 0.1 0.0 -1.261
P -0.119808 3.033801 -1.217673 -1.1 0.9 -0.7 0.595
H -2.344406 -3.007933 -0.853526 -0.1 0.4 0.0 0.473
H -3.850184 0.972074 -1.521121 0.1 -0.2 0.1 0.486
H -4.218237 -1.529207 -1.629289 0.2 0.1 0.0 0.461
H -2.447070 2.738018 -1.383401 -0.1 -0.2 0.4 0.535
H -2.023729 2.665413 0.336595 0.2 -0.1 -0.3 0.454
H 0.283844 -2.907722 -0.766911 0.1 -0.3 -0.6 0.469
H -0.672334 -3.242742 0.661294 0.4 0.3 -0.3 0.470
H 2.218467 -2.617519 -4.413643 -0.1 0.2 0.7 0.271
O 2.363218 -2.832782 -5.324836 -0.4 -0.4 -0.7 -0.602
H 1.589558 -3.367354 -5.576749 0.5 0.3 0.0 0.333
H 2.613195 -1.735999 1.034528 -1.5 0.3 0.1 0.088
O 2.715722 0.007710 0.451316 0.2 1.0 -0.5 -0.719
H 3.647339 0.022591 0.174449 -0.4 0.0 0.1 0.216
C -0.336321 3.140231 -3.009744 0.3 -0.1 -0.4 -1.228
H -1.086550 3.897969 -3.271428 0.2 -0.2 0.1 0.400
H 0.632177 3.414012 -3.452036 -0.3 0.0 0.0 0.394
H -0.635565 2.162321 -3.410457 0.1 0.2 0.0 0.396
C -0.310209 4.751355 -0.645814 0.2 0.2 0.1 -1.214
H 0.655925 5.256782 -0.771162 -0.3 0.0 0.0 0.412
H -1.070285 5.272268 -1.240508 0.1 -0.1 0.2 0.422
H -0.578045 4.790224 0.419279 0.1 0.0 -0.3 0.363
C 1.048222 -2.829866 2.920124 -0.1 0.3 0.3 -1.195
H 1.180740 -3.890059 3.187972 -0.1 0.4 -0.1 0.449
H 1.723002 -2.212759 3.531101 -0.3 -0.2 -0.1 0.374
H 0.012036 -2.519297 3.118886 0.3 -0.1 0.0 0.404
C 2.296820 -4.083608 0.589502 -0.1 -0.3 -0.2 -1.227
H 3.377589 -3.901521 0.679427 -0.3 -0.2 0.0 0.429
H 2.019535 -4.957718 1.189468 0.0 0.1 -0.3 0.400
H 2.058238 -4.233921 -0.471807 0.2 -0.2 0.3 0.389
F 1.373681 0.446962 3.801101 -0.6 0.5 -0.3 -0.326
C 0.270087 0.899395 3.065522 0.3 -0.6 -1.3 0.098
F -0.820077 0.179276 3.496976 0.3 0.6 0.0 -0.325
C 0.081462 2.372049 3.332633 -0.9 0.9 2.5 0.837
F 0.202589 2.707767 4.621398 -0.1 0.2 -1.1 -0.219
F 1.063826 3.130174 2.627776 -0.8 -1.0 0.1 -0.274
F -1.129031 2.822526 2.870660 1.4 -0.5 0.1 -0.202


(4)
47
Properties=species:S:1:pos:R:3:forces:R:3:mulliken_charge:R:1 method="wB97M-V/def2-TZVPD" multiplicity=3 total_energy_ev=-83152.718 homo_lumo_gap_ha="0.335 / 0.245" total_charge=+1
Pd 0.036607 0.870780 0.809804 -0.5 -0.5 0.2 -0.066
P 2.008557 -0.332988 0.571393 1.1 -0.5 -0.2 1.198
C 1.677905 -2.036388 -0.030182 0.2 -0.2 -0.8 -1.379
C 0.196854 -2.219084 -0.231591 -0.7 -1.2 0.2 0.445
N -0.672092 -1.243746 0.059823 0.2 0.5 0.1 0.187
C -1.998719 -1.435344 -0.004868 -0.6 -0.6 -0.3 0.427
C -2.548891 -2.698781 -0.251281 0.4 0.6 -0.1 -0.965
C -1.667567 -3.735546 -0.517606 0.1 -0.1 0.1 -0.462
C -0.304140 -3.482927 -0.545944 0.3 0.2 0.1 -0.782
C -2.883930 -0.217623 0.125274 0.2 -0.2 0.2 -1.130
P -1.938157 1.256409 -0.342279 -0.7 0.7 0.1 1.324
H 0.426362 -4.253264 -0.745714 -0.2 -0.2 -0.1 0.504
H -3.630363 -2.826613 -0.268802 0.3 0.0 0.0 0.505
H -2.031841 -4.745919 -0.663229 0.0 0.1 -0.2 0.438
H -3.791011 -0.304373 -0.478351 0.1 -0.1 -0.1 0.614
H -3.223851 -0.054164 1.153244 0.2 -0.1 0.1 0.426
H 2.316373 -2.350977 -0.891832 -0.8 0.5 0.2 0.506
H 2.026910 -2.712546 0.774162 -0.5 0.2 -0.5 0.459
H 1.686650 -0.514067 -4.484602 -0.1 0.0 -0.2 0.311
O 1.540592 -1.417578 -4.795987 0.9 -0.2 0.8 -0.631
H 2.308844 -1.892102 -4.407336 -0.8 0.3 -0.6 0.312
H 0.955130 2.157065 -1.969254 -0.1 0.0 -0.2 0.236
O 1.327428 2.163037 -2.859515 -0.1 -0.3 -0.2 -0.609
H 0.623344 1.903122 -3.475031 0.2 0.2 0.4 0.329
C -2.085326 1.407678 -2.145850 0.2 0.0 -0.2 -1.244
H -3.145228 1.401392 -2.432635 0.2 0.0 0.1 0.395
H -1.631251 2.350249 -2.476089 -0.2 -0.1 0.1 0.387
H -1.563701 0.587986 -2.652824 -0.1 0.1 0.1 0.377
C -2.944779 2.594758 0.336643 0.0 0.2 0.0 -1.441
H -2.519890 3.555244 0.020554 -0.2 -0.1 0.1 0.376
H -3.981784 2.510649 -0.016419 0.2 0.1 0.1 0.443
H -2.915456 2.524009 1.430908 0.0 0.1 -0.2 0.394
C 2.437837 -0.988870 2.223125 0.5 0.4 0.2 -1.473
H 3.141263 -1.812873 2.035741 0.0 0.3 0.3 0.481
H 2.901879 -0.236964 2.861501 -0.3 -0.2 0.2 0.440
H 1.513940 -1.405812 2.659396 0.4 0.3 0.0 0.392
C 3.506757 0.283974 -0.250205 0.3 -0.3 0.0 -1.071
H 3.885402 1.151977 0.314756 -0.1 -0.3 -0.3 0.312
H 4.260371 -0.520717 -0.246202 -0.1 0.4 0.0 0.413
H 3.290515 0.582142 -1.292340 0.0 -0.1 0.5 0.325
Cl 0.870466 3.923028 4.526603 0.0 -0.2 -0.4 -0.064
C 0.729020 2.830737 3.162054 -0.3 -0.5 0.2 0.348
Cl -0.112851 3.635934 1.798769 0.2 0.0 0.2 -0.132
Cl 2.363266 2.360055 2.553422 -0.1 0.4 0.2 -0.109
C 0.011380 1.444347 3.600155 0.2 -0.3 1.1 0.425
O 0.423441 1.001898 4.664784 -0.7 0.4 -1.6 -0.568
O -0.876265 0.942796 2.793859 0.7 0.7 0.1 -0.605


The lowest multiplicity belongs to which entry?
C13H23CeF5NO2P2